(1)
{"formula": "C6H12O", "method": "ωB97M-V/def2-TZVPD", "e_lumo_ha": 0.0278, "multiplicity": 1, "largest_force_ev_per_a": 3.0, "charge": 0, "smiles": "C=C(C)/C=C/C.O", "gap_ev": 9.1, "homo_energy_ha": -0.3084, "e_above_lowest_kj_mol": 230.0, "total_energy_ha": -310.9717, "elements": ["C", "C", "C", "C", "C", "C", "H", "H", "H", "H", "H", "H", "H", "H", "H", "H", "O", "H", "H"], "coordinates": [[1.7811, -1.5728, -0.0846], [1.0657, -0.5588, -0.6107], [1.7545, 0.5861, -1.3413], [-0.3827, -0.2352, -0.3214], [-1.1968, -0.9223, 0.4898], [-2.6719, -0.5563, 0.7119], [2.6813, -2.0327, -0.4376], [1.4217, -2.0035, 0.8618], [1.8616, 1.5046, -0.7670], [2.7780, 0.3049, -1.5691], [1.3115, 0.8387, -2.3370], [-0.6825, 0.6203, -0.9640], [-0.7833, -1.4926, 1.3037], [-3.0176, 0.2461, 0.0323], [-2.9062, -0.3692, 1.7395], [-3.1153, -1.5103, 0.4726], [-0.3160, 2.4182, 0.9228], [0.3106, 3.1717, 0.8476], [0.1063, 1.5631, 1.0507]], "atomic_forces_ev_per_a": [[-1.4, 0.2, 1.0], [0.4, 1.2, 0.8], [0.3, -0.9, -2.0], [1.0, -0.6, -0.6], [-0.6, 2.8, 0.8], [1.3, -0.7, -1.4], [0.7, 0.7, -0.2], [-0.4, -0.5, -0.8], [-0.5, -0.1, 0.3], [0.3, -0.2, 0.0], [0.0, -0.1, 0.8], [-0.5, -0.9, 0.6], [0.2, -1.0, -0.3], [0.1, -0.5, 0.5], [0.0, 0.4, 0.6], [-1.1, -0.2, -0.2], [-0.2, 1.2, -0.1], [-0.3, -1.3, 0.2], [0.5, 0.3, 0.0]], "mulliken_charge": [-0.817, 0.998, -1.191, -0.786, 0.160, -1.195, 0.307, 0.154, 0.203, 0.383, 0.319, 0.254, 0.229, 0.290, 0.306, 0.376, -0.645, 0.304, 0.350]}



(2)
{"formula": "C4H5NO", "method": "ωB97M-V/def2-TZVPD", "e_lumo_ha": 0.0330, "multiplicity": 1, "largest_force_ev_per_a": 1.2, "charge": 0, "smiles": "O=C1CN2C[C@@H]12", "gap_ev": 10.7, "homo_energy_ha": -0.3619, "e_above_lowest_kj_mol": 255.9, "total_energy_ha": -285.3171, "elements": ["O", "C", "C", "N", "C", "C", "H", "H", "H", "H", "H"], "coordinates": [[-0.9328, -2.2959, 0.1053], [-0.4437, -1.2024, 0.0490], [0.7234, -0.6355, -0.7546], [0.8188, 0.4896, 0.1950], [-0.3288, 1.3584, 0.1376], [-0.4103, 0.0682, 0.9413], [1.6530, -1.2117, -0.6993], [0.4982, -0.3683, -1.7905], [-1.0760, 1.4471, -0.6496], [-0.0101, 2.3468, 0.5002], [-0.5509, 0.0296, 2.0207]], "atomic_forces_ev_per_a": [[0.0, 0.8, 0.3], [-0.1, 0.1, 0.0], [0.0, -0.1, -0.3], [0.6, 0.2, -0.2], [-0.3, -0.2, -0.1], [-0.1, 0.1, 0.3], [-0.4, -0.2, -0.1], [0.1, 0.1, 0.1], [0.6, -0.3, -0.6], [-0.8, -0.6, 0.7], [0.4, 0.1, -0.2]], "mulliken_charge": [-0.533, 0.406, -0.298, -0.393, -0.236, -0.258, 0.242, 0.254, 0.237, 0.268, 0.311]}



(3)
{"formula": "H2N2O2S", "method": "ωB97M-V/def2-TZVPD", "e_lumo_ha": -0.0451, "multiplicity": 1, "largest_force_ev_per_a": 3.2, "charge": 0, "smiles": "NN=S(=O)=O", "gap_ev": 8.8, "homo_energy_ha": -0.3695, "e_above_lowest_kj_mol": 112.8, "total_energy_ha": -659.2609, "elements": ["N", "N", "S", "O", "O", "H", "H"], "coordinates": [[-1.3836, -0.0145, -0.1593], [-0.1067, -0.7200, -0.1944], [1.2844, -0.0679, -0.0221], [2.3514, -0.9447, -0.3698], [1.3198, 1.3780, -0.0543], [-1.4663, 0.8866, 0.2819], [-1.9991, -0.5176, 0.5179]], "atomic_forces_ev_per_a": [[0.4, -1.6, 1.1], [-1.1, 0.6, 0.7], [-2.8, 0.8, -1.2], [0.5, 0.3, 0.4], [0.8, -0.7, 0.4], [1.4, 1.0, -0.3], [0.8, -0.5, -1.1]], "mulliken_charge": [-0.444, -0.100, 0.908, -0.425, -0.462, 0.257, 0.265]}



(4)
{"formula": "C42H30As2S2Sc", "method": "ωB97M-V/def2-TZVPD", "e_lumo_ha": -0.1215, "multiplicity": 1, "largest_force_ev_per_a": 1.1, "charge": 1, "gap_ev": 6.5, "homo_energy_ha": -0.3610, "e_above_lowest_kj_mol": 87.2, "total_energy_ha": -7647.0081, "elements": ["Sc", "S", "C", "C", "C", "C", "C", "C", "S", "H", "H", "H", "H", "C", "C", "C", "C", "C", "C", "As", "C", "C", "C", "C", "C", "C", "C", "C", "C", "C", "C", "C", "H", "H", "H", "H", "H", "H", "H", "H", "H", "H", "H", "H", "H", "C", "C", "C", "C", "C", "C", "As", "C", "C", "C", "C", "C", "C", "C", "C", "C", "C", "C", "C", "H", "H", "H", "H", "H", "H", "H", "H", "H", "H", "H", "H", "H"], "coordinates": [[-1.0240, 0.7261, -0.0052], [-1.0158, 0.6500, 2.4164], [-1.8121, 2.1820, 2.8254], [-1.7888, 2.5900, 4.1597], [-2.3939, 3.7728, 4.5553], [-3.0312, 4.5711, 3.6143], [-3.0603, 4.1754, 2.2873], [-2.4584, 2.9841, 1.8810], [-2.5563, 2.5675, 0.1523], [-1.2870, 1.9614, 4.8865], [-2.3715, 4.0661, 5.5973], [-3.5101, 5.4959, 3.9111], [-3.5577, 4.7889, 1.5449], [-4.5909, -5.7713, -0.7935], [-4.3497, -4.8148, -1.7685], [-3.6605, -3.6468, -1.4552], [-3.2162, -3.4448, -0.1581], [-3.4709, -4.3944, 0.8264], [-4.1502, -5.5601, 0.5066], [-2.2187, -1.8808, 0.4740], [-0.4697, -2.7348, 0.4201], [0.1812, -3.3182, 1.4912], [1.4382, -3.8785, 1.2939], [2.0310, -3.8490, 0.0366], [1.3780, -3.2572, -1.0367], [0.1260, -2.6933, -0.8437], [-0.6371, -1.9377, -1.8570], [-0.3895, -1.8977, -3.2241], [-1.2074, -1.1378, -4.0520], [-2.2727, -0.4066, -3.5359], [-2.5552, -0.4686, -2.1771], [-1.7397, -1.2348, -1.3417], [-5.1260, -6.6789, -1.0436], [-4.6971, -4.9729, -2.7820], [-3.4796, -2.9185, -2.2340], [-3.1415, -4.2315, 1.8453], [-4.3415, -6.2997, 1.2742], [-0.2705, -3.3291, 2.4752], [1.9584, -4.3370, 2.1253], [3.0124, -4.2820, -0.1067], [1.8592, -3.2216, -2.0077], [0.4267, -2.4692, -3.6491], [-1.0149, -1.1196, -5.1180], [-2.9033, 0.1781, -4.1923], [-3.4328, 0.0325, -1.7840], [6.2444, -0.0036, -1.1030], [5.3158, 0.5095, -1.9953], [3.9739, 0.5974, -1.6397], [3.5745, 0.1717, -0.3833], [4.4985, -0.3624, 0.5110], [5.8361, -0.4384, 0.1515], [1.7345, 0.2474, 0.2298], [1.8936, 1.7844, 1.4157], [2.3795, 1.7672, 2.7094], [2.3013, 2.9221, 3.4755], [1.7157, 4.0742, 2.9572], [1.2288, 4.0882, 1.6612], [1.3298, 2.9412, 0.8800], [0.8756, 2.8180, -0.5204], [0.4209, 3.8591, -1.3312], [0.0703, 3.6102, -2.6439], [0.1805, 2.3267, -3.1856], [0.6525, 1.2868, -2.4054], [1.0001, 1.5284, -1.0700], [7.2882, -0.0664, -1.3843], [5.6333, 0.8502, -2.9725], [3.2614, 1.0177, -2.3362], [4.1833, -0.7154, 1.4847], [6.5592, -0.8411, 0.8493], [2.7927, 0.8633, 3.1381], [2.6825, 2.9205, 4.4893], [1.6338, 4.9620, 3.5708], [0.7608, 4.9838, 1.2697], [0.3388, 4.8613, -0.9314], [-0.2910, 4.4230, -3.2627], [-0.0797, 2.1481, -4.2214], [0.8021, 0.3106, -2.8412]], "atomic_forces_ev_per_a": [[-0.8, 0.6, 0.6], [-0.2, 0.1, -0.2], [0.1, 0.0, 0.1], [0.0, 0.0, 0.0], [0.0, -0.1, 0.0], [0.0, 0.0, 0.0], [0.0, 0.0, 0.0], [0.0, 0.1, -0.1], [0.1, -0.4, 0.0], [0.0, 0.0, 0.0], [0.0, 0.0, 0.0], [0.0, 0.0, 0.0], [0.0, 0.0, 0.0], [0.0, 0.0, 0.0], [0.0, 0.0, 0.0], [0.0, -0.1, -0.1], [-0.1, 0.1, 0.1], [-0.1, -0.1, 0.0], [0.0, 0.0, 0.0], [-0.3, -0.5, -0.2], [0.0, 0.1, 0.0], [0.0, 0.0, 0.0], [0.0, 0.0, 0.0], [0.0, 0.0, 0.0], [0.1, 0.0, 0.0], [0.0, 0.0, -0.1], [0.1, -0.1, 0.1], [0.0, 0.0, 0.0], [0.0, 0.0, 0.0], [0.0, 0.0, 0.0], [0.0, -0.1, -0.1], [-0.2, -0.2, -0.1], [0.0, 0.0, 0.0], [0.0, 0.0, 0.0], [0.0, 0.0, 0.0], [0.0, 0.0, 0.1], [0.0, 0.0, 0.0], [0.0, 0.0, 0.0], [0.0, 0.0, 0.0], [0.0, 0.0, 0.0], [0.0, 0.0, 0.0], [0.0, 0.0, 0.0], [0.0, 0.0, 0.0], [0.0, 0.0, 0.0], [0.0, 0.1, 0.0], [0.0, 0.0, 0.0], [0.0, 0.0, 0.0], [0.2, 0.0, 0.0], [0.0, -0.3, -0.1], [0.1, 0.0, -0.1], [0.0, 0.0, 0.0], [0.7, 0.4, 0.2], [0.0, -0.1, 0.0], [0.0, 0.0, 0.1], [0.0, 0.0, 0.0], [0.0, 0.0, 0.0], [0.0, 0.0, 0.0], [0.0, 0.1, -0.2], [0.2, 0.0, 0.1], [-0.1, 0.0, 0.0], [0.0, 0.0, 0.0], [0.0, 0.1, 0.0], [0.0, 0.1, 0.1], [0.2, 0.1, 0.0], [0.0, 0.0, 0.0], [0.0, 0.0, 0.0], [0.0, 0.0, 0.0], [0.0, 0.0, 0.1], [0.0, 0.0, 0.0], [0.0, 0.0, 0.0], [0.0, 0.0, 0.0], [0.0, 0.0, 0.0], [0.0, 0.0, 0.0], [0.0, 0.0, 0.0], [0.0, 0.0, 0.0], [0.0, 0.0, 0.0], [-0.1, -0.1, 0.0]], "mulliken_charge": [-0.838, -0.322, 0.694, -0.665, -0.641, -0.618, -0.744, 0.583, -0.308, 0.465, 0.400, 0.396, 0.456, -0.515, -0.807, 0.126, 0.727, -0.718, -0.659, 0.846, 1.036, -0.966, -0.719, -0.873, -0.665, -0.746, 2.373, -0.559, -0.743, -0.922, -0.428, -0.278, 0.391, 0.413, 0.338, 0.353, 0.403, 0.486, 0.456, 0.446, 0.402, 0.519, 0.452, 0.489, 0.651, -0.547, -0.762, -0.062, 0.920, -0.613, -0.718, 0.934, 0.310, -1.263, -0.736, -0.985, -0.340, -0.014, 2.178, -0.457, -1.094, -1.120, 0.745, -1.485, 0.402, 0.432, 0.307, 0.373, 0.422, 0.430, 0.448, 0.445, 0.362, 0.435, 0.424, 0.533, 0.927]}



(5)
{"formula": "C2H4NPS", "method": "ωB97M-V/def2-TZVPD", "e_lumo_ha": [-0.0068, -0.0781], "multiplicity": 1, "largest_force_ev_per_a": 2.8, "charge": 0, "gap_ev": [9.0, 4.8], "homo_energy_ha": [-0.3387, -0.2556], "e_above_lowest_kj_mol": 301.9, "total_energy_ha": -872.7783, "elements": ["C", "C", "N", "P", "S", "H", "H", "H", "H"], "coordinates": [[0.3004, -0.6370, -0.1398], [-0.4287, 0.6389, 0.1281], [1.7424, -0.4455, -0.0916], [2.9505, 0.4574, -0.0544], [-2.1362, 0.3455, -0.1944], [0.1921, -1.3745, 0.6486], [0.1194, -0.8411, -1.1618], [-0.3328, 0.9996, 1.1832], [0.1711, 1.3133, -0.5312]], "atomic_forces_ev_per_a": [[2.4, 0.0, 1.4], [0.3, 1.8, 1.1], [-0.2, -0.4, -0.2], [0.2, 0.5, 0.1], [-0.2, 0.2, -0.4], [-1.0, -0.6, -0.6], [-0.6, -1.3, -0.8], [0.3, -0.4, -0.8], [-1.2, 0.2, 0.2]], "mulliken_charge": [-0.546, -0.417, -0.023, -0.104, -0.145, 0.319, 0.347, 0.291, 0.278]}



(6)
{"formula": "C8H8", "method": "ωB97M-V/def2-TZVPD", "e_lumo_ha": 0.0325, "multiplicity": 1, "largest_force_ev_per_a": 2.3, "charge": 0, "smiles": "C#CC1(C)C=CC=C1", "gap_ev": 9.4, "homo_energy_ha": -0.3119, "e_above_lowest_kj_mol": 256.7, "total_energy_ha": -309.5160, "elements": ["C", "C", "C", "C", "C", "C", "C", "C", "H", "H", "H", "H", "H", "H", "H", "H"], "coordinates": [[-2.1380, -1.5793, -0.1631], [-1.2833, -0.7455, 0.0077], [-0.2629, 0.2648, 0.0515], [-0.8561, 1.6716, 0.1229], [0.6614, 0.0912, -1.0945], [1.7687, -0.5494, -0.7368], [1.7458, -0.6790, 0.6824], [0.6068, -0.1885, 1.1825], [-2.9637, -2.2987, -0.2327], [-1.5057, 1.7701, 0.9700], [-1.4675, 1.8382, -0.7688], [-0.0426, 2.4603, 0.0988], [0.3799, 0.3422, -2.0565], [2.5754, -0.8297, -1.3950], [2.5353, -1.2521, 1.1334], [0.2464, -0.3161, 2.1983]], "atomic_forces_ev_per_a": [[-0.6, -0.2, 0.3], [-1.7, -1.2, -0.9], [0.6, 0.9, 0.6], [0.9, 0.8, -0.8], [0.1, -0.8, -0.1], [0.1, 1.0, -0.9], [0.4, -0.9, 0.9], [0.5, -0.4, 1.1], [1.0, 0.8, 0.0], [-0.2, 0.2, 0.6], [0.0, 0.0, 0.1], [-0.9, -0.9, 0.3], [-0.5, 0.5, -1.8], [0.1, -0.1, 0.0], [0.0, 0.1, 0.8], [0.1, 0.2, -0.1]], "mulliken_charge": [0.308, -1.491, 2.042, -1.544, -0.971, -0.336, -0.337, -0.921, 0.442, 0.399, 0.397, 0.344, 0.442, 0.442, 0.422, 0.362]}



(7)
{"formula": "CH3NO2", "method": "ωB97M-V/def2-TZVPD", "e_lumo_ha": -0.0223, "multiplicity": 1, "largest_force_ev_per_a": 4.5, "charge": 0, "gap_ev": 9.1, "homo_energy_ha": -0.3564, "e_above_lowest_kj_mol": 709.9, "total_energy_ha": -244.9088, "elements": ["C", "N", "O", "O", "H", "H", "H"], "coordinates": [[-0.4309, 0.1332, 0.7063], [-0.9216, -0.7341, -0.2693], [-1.3204, 0.7455, 0.0058], [1.5975, 0.5487, -0.2988], [-0.2915, 0.1962, 1.7404], [-0.2993, -0.6864, -1.0561], [1.6662, -0.2032, -0.8284]], "atomic_forces_ev_per_a": [[2.1, 0.5, -3.6], [-1.0, -0.1, 1.4], [0.3, -0.3, -0.2], [-2.8, 1.9, 3.0], [0.7, -0.2, 1.3], [0.5, 0.4, -0.6], [0.3, -2.2, -1.3]], "mulliken_charge": [0.475, -0.379, -0.206, -0.752, 0.348, 0.295, 0.219]}